13 unconnected molecules or ions with the total composition C30H62Cl24N3O at a distorted geometry. Source: the OMol25 dataset; level of theory: the ωB97M-V functional and the def2-TZVPD basis.

Structure (XYZ):
```
120
Properties=species:S:1:pos:R:3:forces:R:3:mulliken_charge:R:1
Cl -1.629272 4.649996 -10.085309 -0.04 -0.07 0.06 -0.18
Cl 5.484808 -2.460815 -0.456925 -0.10 0.03 0.07 -0.15
Cl -3.565562 -4.438232 5.823824 -0.05 0.01 0.04 -0.13
Cl -4.743371 -0.806004 1.642228 -0.09 0.02 -0.36 -0.23
Cl -5.785342 -1.849485 5.935343 -0.20 -0.06 0.36 -0.14
Cl 3.062183 0.586843 3.789944 -0.09 0.10 0.06 -0.22
Cl 9.025421 -0.922498 5.190864 0.02 -0.03 -0.03 -0.20
Cl -6.245696 1.999160 3.401317 -0.04 -0.04 -0.04 -0.17
Cl 5.971734 0.117004 -2.632821 -0.08 0.07 0.01 -0.21
Cl 0.568664 6.259423 4.175250 -0.02 0.02 -0.01 -0.19
Cl 0.210493 0.399465 1.924750 -0.09 0.19 -0.09 -0.19
Cl -2.142458 3.410789 -4.328437 -0.10 0.11 0.13 -0.17
Cl 9.453883 -1.319049 -0.034473 0.14 0.01 0.21 -0.19
Cl -0.721671 2.239313 -12.317726 -0.04 -0.01 0.02 -0.19
Cl 0.506335 3.024411 -6.691199 0.07 -0.09 -0.05 -0.16
Cl 0.163794 -0.248596 -5.769414 0.11 -0.11 0.11 -0.19
Cl -5.659650 -4.497471 0.180969 -0.02 0.12 -0.04 -0.15
Cl 9.200271 -4.568171 -1.043810 -0.05 0.00 -0.02 -0.17
Cl -3.008086 -6.483464 0.954674 0.03 0.06 0.00 -0.18
Cl -3.646909 2.206255 5.590005 0.05 -0.11 -0.01 -0.19
Cl -2.376765 -2.886540 2.882476 0.17 -0.08 -0.27 -0.17
Cl -4.348107 6.009665 -4.326403 0.02 -0.08 0.01 -0.16
Cl 6.297985 -1.140852 3.158986 0.00 -0.08 -0.05 -0.12
Cl -2.442200 5.919871 5.738554 0.14 0.20 0.01 -0.21
O 1.375177 -1.557716 -1.058397 -0.53 0.07 -1.76 -0.12
N -3.607993 0.009562 -1.957193 1.78 -2.67 1.64 -0.08
N -2.213496 -2.108277 -1.889394 -1.48 3.14 -1.19 -0.16
N -4.467857 -2.085577 -2.585350 -0.28 -0.16 0.11 -0.33
C -4.178035 -0.883812 3.331077 0.18 -0.04 0.34 0.58
C -1.161608 4.686454 5.597844 0.20 -0.18 0.06 -0.30
C -3.398157 -1.370716 -2.114525 0.24 0.62 0.19 0.01
C -4.590981 3.562377 4.917518 -0.37 0.17 -0.08 -0.45
C -2.298371 4.684996 -3.090004 -0.04 0.18 0.24 -0.56
C -4.457448 -6.203637 1.953075 -0.09 0.06 0.13 -0.19
C -1.128963 0.857832 -6.295104 -0.24 0.10 -0.24 0.14
C -5.697172 -6.024332 1.106182 -0.03 -0.32 0.17 -0.54
C 6.172160 -2.561596 -2.097163 0.09 -0.06 -0.23 -0.49
C 6.567757 0.041339 4.463368 0.00 0.18 0.14 -0.44
C 0.240773 3.653451 -11.819609 0.13 0.11 0.01 -0.44
C -1.038616 -1.293599 -1.474465 1.22 0.96 -0.38 0.97
C 2.158430 -0.582814 -1.775402 1.33 0.34 0.44 -0.39
C 10.532701 -2.666556 0.408324 0.18 -0.16 0.10 -0.42
C -2.709887 -1.220289 3.407775 -0.09 0.23 0.06 -0.31
C 1.638571 -0.665044 1.818068 0.33 -0.40 0.03 -0.36
C 6.987285 -1.337802 -2.446942 0.18 -0.15 0.01 0.20
C -2.432194 0.768890 -1.468237 2.21 0.54 -0.15 0.07
C 0.011745 4.015672 -10.369341 0.20 0.03 -0.05 -0.13
C -0.655016 1.840682 -7.345636 -0.14 -0.01 -0.04 -0.52
C 0.222543 5.294885 5.632212 0.01 -0.07 0.11 -0.50
C 0.291633 -2.065636 -1.834627 -0.80 -0.95 0.79 -1.22
C -6.042802 3.194783 4.707429 0.02 0.12 0.14 -0.58
C -3.732292 5.131386 -2.906730 -0.01 0.02 0.08 -0.42
C 10.699273 -3.660619 -0.719415 0.21 0.10 0.03 -0.50
C 8.025387 0.424649 4.591722 -0.07 0.15 -0.04 -0.46
C -3.687429 -3.184676 7.085170 -0.04 0.05 0.14 -0.51
C -1.161048 0.118535 -2.173006 -0.72 -0.07 0.62 -0.41
C -5.117463 -2.747943 7.322141 0.09 -0.11 0.25 -0.43
C 2.289695 -0.890074 3.162879 -0.06 -0.16 -0.02 -0.36
H 11.003434 -3.170234 -1.643620 -0.11 0.00 0.07 0.31
H 2.334338 -0.222278 1.106588 -0.08 0.04 0.11 0.32
H -0.230483 0.727019 -2.028821 -1.02 -0.51 -0.07 0.30
H 5.352448 -2.711496 -2.799894 0.01 0.10 0.09 0.37
H -1.917989 4.267519 -2.156352 -0.05 0.01 -0.04 0.24
H 7.740542 -1.129012 -1.686746 -0.33 -0.05 -0.20 -0.29
H 1.293776 -1.614995 1.409872 0.03 0.10 0.08 0.12
H -4.788654 -1.613808 3.861762 0.22 0.07 -0.46 0.06
H -4.932058 -2.756242 -1.968616 0.65 -0.10 -0.63 0.17
H -4.456273 0.212570 -1.414054 -0.03 -0.20 -0.87 0.40
H -4.357731 0.095338 3.774871 0.04 -0.03 -0.10 -0.36
H -6.610922 4.079641 4.419175 0.11 -0.02 -0.02 0.38
H -6.488302 2.785037 5.613448 0.09 -0.05 -0.09 0.33
H -0.006921 4.481454 -12.482944 -0.08 -0.08 0.08 0.33
H 8.130660 1.240124 5.308061 -0.07 -0.08 0.00 0.33
H -4.394111 4.285569 -2.719516 0.06 0.03 -0.09 0.27
H 3.074134 -1.642188 3.068917 0.00 0.09 -0.09 0.29
H 7.495554 -1.492344 -3.399520 -0.09 -0.03 0.03 0.33
H -3.276912 -3.614499 7.999313 -0.10 0.01 -0.03 0.39
H -5.821822 -6.845385 0.401132 0.09 0.13 -0.02 0.34
H -1.989185 -2.531705 -2.803379 -0.43 -0.71 0.73 0.37
H -0.180171 1.332836 -8.185059 0.01 -0.04 0.14 0.49
H -1.330256 4.127908 4.677637 0.02 0.11 0.03 0.25
H -1.510454 1.367311 -5.413851 0.16 -0.08 -0.07 -0.44
H 10.130328 -3.139768 1.303568 -0.07 0.04 -0.12 0.32
H 1.571835 -1.237342 3.905787 0.01 0.11 -0.06 0.35
H -1.653814 5.514471 -3.378423 -0.09 -0.09 -0.09 0.42
H -5.768823 -3.599119 7.517222 0.07 0.04 -0.12 0.34
H 0.160487 3.157864 -9.715351 -0.05 0.04 -0.10 0.00
H -1.376961 0.002113 -3.277119 0.46 0.12 1.08 -0.13
H -3.800624 5.812602 -2.057806 0.09 -0.02 -0.05 0.36
H 0.355771 5.937163 6.502239 -0.08 0.01 -0.11 0.34
H -4.516072 4.382389 5.628106 -0.06 -0.13 -0.01 0.33
H 0.133339 -3.144206 -1.524266 0.20 1.08 -0.20 0.32
H 6.181658 -0.383678 5.389374 0.09 -0.04 -0.08 0.36
H -4.570602 -7.074668 2.599264 -0.07 0.01 -0.11 0.32
H -1.060386 -1.109466 -0.366902 0.07 -0.55 -0.96 0.06
H -1.287278 4.003392 6.438047 0.03 0.08 -0.02 0.30
H 0.709294 4.797793 -10.068297 -0.04 -0.03 -0.07 0.30
H 11.499004 -2.228295 0.659587 -0.04 -0.02 -0.09 0.31
H -2.237537 0.655637 -0.362468 -0.74 0.04 -0.98 0.23
H 0.971847 4.503666 5.673932 -0.10 -0.01 -0.04 0.33
H 6.806407 -3.447413 -2.119638 0.05 0.12 0.05 0.22
H 8.437760 0.753010 3.637992 -0.05 -0.12 0.04 0.32
H 0.506668 -2.101835 -2.942061 -0.21 0.41 0.98 0.38
H -3.055856 -2.346958 6.789586 -0.10 -0.05 -0.04 0.24
H 3.240980 -0.781981 -1.515717 -1.15 0.27 -0.26 -0.10
H -1.504956 2.408929 -7.727614 0.00 -0.03 0.08 0.39
H -2.485970 1.877620 -1.654120 -0.41 -1.27 -0.23 -0.13
H 11.461799 -4.393999 -0.455599 -0.08 0.04 0.06 0.35
H -1.928641 0.238953 -6.704067 0.09 0.03 -0.08 0.39
H -4.274629 -5.333183 2.583825 0.02 0.00 -0.13 0.06
H -4.749592 -2.004589 -3.560281 -0.26 0.31 0.71 0.20
H 5.973117 0.922112 4.219672 0.09 -0.03 -0.04 0.21
H 1.288553 3.393887 -11.974523 -0.06 -0.01 0.08 0.30
H 2.074436 -0.647113 -2.891199 -0.20 -0.02 0.96 0.27
H -2.116062 -0.547140 2.789685 -0.06 -0.14 0.07 0.08
H -5.162235 -2.080339 8.183165 0.06 0.00 -0.08 0.31
H -2.363382 -1.136051 4.438746 -0.10 0.01 -0.02 0.30
H -4.118058 3.874606 3.986908 -0.03 -0.09 0.06 0.35
H -6.581803 -5.985120 1.742266 0.09 0.09 0.00 0.32
H 1.910534 0.452158 -1.418874 0.13 -0.79 -0.43 0.28
```
Positions in Å, forces in eV/Å.

Values from the calculation:
Multiplicity: 1
Total charge: +1

---

3 unconnected molecules or ions with the total composition C30H63F3N2O6 at a distorted geometry. Source: the OMol25 dataset; level of theory: the ωB97M-V functional and the def2-TZVPD basis.

Structure (XYZ):
```
104
Properties=species:S:1:pos:R:3:forces:R:3:mulliken_charge:R:1
F 2.940244 -1.699352 -0.052516 0.02 -1.46 0.57 -0.38
F -0.377926 -0.902145 -0.399467 -0.53 -1.17 -0.38 -0.17
F 0.375639 -1.959485 1.349372 0.57 1.13 0.20 -0.24
O 2.941964 -0.934755 -5.014235 -0.29 -0.03 -0.10 -0.51
O 1.762661 -4.128533 -4.663354 -0.14 0.16 0.24 -0.47
O -4.226073 0.262714 -1.361194 -0.11 0.10 0.21 -0.27
O -0.714477 -2.139255 -4.326174 -0.02 -0.52 -0.06 -0.14
O 4.607896 0.170728 -3.931100 -0.10 0.00 -0.22 -0.34
O -3.840406 -1.296747 -3.436904 -0.17 -0.65 -0.15 -0.36
N 2.396736 3.766654 1.778724 0.04 -0.10 -0.09 0.30
N -3.025782 -1.208030 5.367019 -0.09 0.01 0.07 0.14
C 4.064629 1.430476 -1.494320 0.10 0.66 -0.23 -0.77
C -2.515886 -0.295405 7.707102 -0.07 -0.02 0.08 -0.97
C 1.704937 2.704952 1.070304 -0.11 -0.09 -0.17 -0.76
C -1.872454 -0.801197 3.207557 -0.03 0.04 0.04 -1.01
C -2.734718 -2.098777 -3.065221 0.46 0.59 0.14 -0.26
C -1.216135 -2.887203 6.051874 -0.04 -0.09 0.04 -0.96
C 4.613145 2.291071 -2.655948 -0.01 -0.61 0.02 -0.68
C -5.239898 -0.698904 -1.488475 0.02 -0.39 -0.04 -0.59
C 2.048172 -1.707848 -4.199259 0.26 0.18 0.25 0.08
C 2.510535 6.197145 2.263030 -0.03 0.03 0.01 -1.46
C 1.666986 5.020402 1.795965 -0.01 0.09 0.09 -0.36
C 0.370360 2.204953 1.637467 0.02 -0.10 -0.03 -0.73
C -3.524585 -0.627450 6.600343 -0.12 0.13 0.08 -0.69
C 2.130731 3.241187 4.272476 0.06 -0.08 0.03 -0.95
C 0.035898 -2.519926 -5.476539 -0.06 0.74 -0.13 -1.16
C 3.023797 3.386868 3.032774 0.16 0.07 0.18 -0.71
C -5.044274 -1.572230 -2.766859 -0.32 0.53 -0.12 -0.61
C 1.689014 -2.692802 -1.901958 0.87 0.59 -0.50 0.34
C -2.594589 -2.592566 5.444970 0.06 -0.20 -0.13 -0.67
C -4.621365 1.583041 -1.698785 0.18 -0.15 -0.20 -0.29
C -3.382683 2.389325 -2.020807 -0.31 -0.01 -0.14 -1.08
C 2.728473 -2.214625 -2.941435 -0.03 -0.03 0.32 -0.03
C -2.030768 -2.660211 -4.297582 -0.29 -0.02 0.13 -0.68
C 1.732428 -1.975206 -0.601954 -1.03 0.98 -0.25 0.10
C 3.295546 0.272847 -4.448031 0.49 0.30 0.32 -0.52
C 1.482597 -2.811126 -5.123878 0.10 -0.03 -0.12 0.11
C -2.149336 -0.321011 4.623921 0.09 0.00 -0.10 -0.41
C 0.685540 -4.899255 -4.171643 0.24 -0.38 -0.14 -0.70
C 0.619390 -1.632974 0.082401 0.55 -0.16 0.24 0.15
C 5.228992 1.434009 -3.775565 0.07 -0.08 0.26 -0.63
H -5.178503 2.030142 -0.867522 -0.03 -0.01 0.02 0.30
H 1.879514 -3.744990 -1.665173 -0.18 -0.03 0.02 0.21
H -1.306683 -0.043417 2.664979 0.00 -0.01 0.00 0.07
H -5.279291 1.555801 -2.574721 -0.03 0.03 0.00 0.39
H 1.947045 7.123473 2.144119 -0.01 0.00 0.00 0.45
H -2.638358 0.655262 4.564738 -0.04 -0.01 0.10 0.44
H -2.157518 -1.189179 8.216115 0.06 0.00 -0.04 0.23
H 0.067900 -5.277136 -4.992050 -0.19 0.13 0.06 0.32
H -2.690315 2.386526 -1.180725 0.03 0.07 0.00 0.18
H -3.689294 3.408702 -2.259907 0.15 0.09 0.12 0.39
H -1.220179 -2.817978 7.138595 0.04 0.08 0.00 0.29
H -2.804358 -0.978146 2.668052 -0.01 -0.03 0.02 0.36
H -3.356044 -3.155996 5.990233 -0.03 0.10 0.07 0.37
H 0.672569 -2.617065 -2.293405 -0.06 -0.05 0.06 -0.26
H -0.916297 -3.905826 5.797290 -0.01 0.00 -0.01 0.37
H 2.386516 1.856915 0.967269 0.04 0.01 0.10 0.22
H -6.232798 -0.243477 -1.545147 0.02 0.13 0.10 0.39
H -4.292648 -1.291117 7.007193 0.04 -0.08 -0.03 0.36
H -0.131569 1.582358 0.893819 0.00 0.00 -0.03 0.23
H 3.798609 4.123780 3.259120 -0.05 0.06 -0.03 0.44
H 2.618285 0.549932 -3.629157 -0.18 -0.06 -0.08 0.27
H 3.819208 2.910741 -3.073697 0.05 0.19 0.14 0.25
H 5.212346 1.951395 -4.741538 0.05 0.15 0.04 0.42
H -1.283264 -1.716572 3.193348 -0.01 -0.01 0.00 0.24
H -5.237222 -1.326759 -0.594684 0.14 0.00 0.03 0.34
H 1.528495 3.055429 0.047733 0.00 0.09 0.03 0.37
H -0.448997 -3.319740 -6.038437 0.07 -0.21 0.18 0.52
H 3.463504 -2.983563 -3.170459 -0.11 -0.10 -0.08 0.35
H 0.077714 -4.378724 -3.432417 -0.08 0.08 -0.07 0.15
H 1.334880 5.223510 0.774239 -0.02 -0.10 -0.02 0.45
H 0.057108 -1.653442 -6.148722 0.01 -0.02 -0.05 0.41
H 2.752942 3.227915 5.169649 0.01 0.01 -0.01 0.39
H 1.562215 2.312487 4.264726 -0.08 0.04 -0.03 0.21
H -2.614393 -3.008920 4.434642 0.02 0.08 -0.03 0.35
H 6.266748 1.220812 -3.520814 0.01 -0.12 -0.08 0.33
H -0.446640 -2.217025 5.666456 -0.01 0.02 -0.01 0.23
H 3.424588 6.277444 1.673354 0.02 -0.04 0.02 0.33
H -1.186847 -0.154183 5.134334 0.01 0.03 -0.02 0.24
H 2.979960 1.361008 -1.567419 -0.02 -0.26 0.09 0.07
H 4.502731 0.435315 -1.496055 -0.03 -0.02 0.10 0.29
H 1.431616 4.072384 4.374884 0.00 0.01 -0.02 0.24
H -0.305774 3.024435 1.884217 0.01 0.02 0.02 0.26
H -1.656233 0.257188 7.326963 0.01 -0.02 -0.02 0.26
H 5.401651 2.922953 -2.248339 -0.07 0.28 -0.25 0.42
H -5.837259 -1.330108 -3.477633 0.01 -0.01 -0.03 0.35
H -2.014483 -1.450004 -2.556420 0.03 -0.08 0.09 -0.06
H 1.124397 -5.776090 -3.695859 0.07 0.06 0.05 0.31
H -3.011106 -2.882278 -2.355935 -0.22 -0.06 -0.10 0.52
H 0.755821 4.970799 2.413608 -0.01 0.03 -0.01 0.26
H 2.782678 6.115893 3.315955 0.01 0.00 0.00 0.30
H 4.291306 1.938092 -0.557763 -0.07 -0.17 0.13 0.52
H 0.510010 1.589058 2.525379 -0.01 0.06 0.05 0.16
H 3.275632 1.077065 -5.194634 -0.02 -0.16 -0.22 0.44
H -4.052386 0.294063 6.334562 0.06 0.01 -0.07 0.40
H -2.893218 1.977156 -2.902163 0.10 -0.08 0.06 0.25
H 3.288850 -1.403488 -2.474847 0.01 0.13 -0.25 -0.16
H -5.150816 -2.633875 -2.526551 0.13 -0.04 0.04 0.42
H 3.569694 2.454033 2.871057 -0.09 -0.04 -0.09 0.33
H 1.255665 -1.029711 -3.868599 -0.17 -0.08 -0.13 0.58
H -2.010353 -3.756492 -4.269007 0.11 -0.02 -0.04 0.27
H 2.055848 -2.699241 -6.047068 -0.01 -0.10 -0.04 0.44
H -2.601308 -2.366820 -5.184001 0.05 0.11 -0.03 0.46
H -2.996847 0.329941 8.462144 -0.01 0.01 -0.01 0.40
```
Positions in Å, forces in eV/Å.

Values from the calculation:
Multiplicity: 1
Relative energy (zero: lowest compared OMol25 entry of this formula, charge and spin) in eV: 0.000
SMILES: CCCOCO[C@H](CCC(F)=C(F)F)[C@H](COCCOCCOCC)OC.CCN(CC)CC.CCN(CC)CC

---

no.,gap between HOMO and LUMO (eV),lowest unoccupied orbital energy (eV),DFT total energy (eV)
1,8.50,-3.4,-339168.14885
2,8.66,0.6,-55543.44815